Entry 1:
Entry from OMol25: a structure of composition C21H19N3O7 at a distorted geometry (ωB97M-V/def2-TZVPD).

Calculated values
- LUMO: -1.81 eV
- E_tot: -40867.433 eV
- Spin multiplicity: 1

Atoms and positions in Å:
C -2.1617 -3.3547 2.5087
N -1.2913 -2.7533 1.3471
C -0.0647 -2.0901 1.6159
O 0.2573 -2.1668 2.7512
C 0.5597 -1.8481 0.3291
C 1.7606 -1.3882 0.7680
C 2.7417 -1.0016 -0.0603
C 3.0137 -1.5411 -1.5470
C 4.0181 -1.2028 -2.3669
C 4.9703 -0.2392 -1.9491
C 4.6878 0.7048 -0.7427
C 3.6058 0.2698 -0.0003
O 3.6452 0.6913 1.1707
C 2.4321 1.6101 1.6219
H 1.5335 0.8674 1.2462
C 2.2030 2.8089 0.9265
O 1.0759 3.3062 1.1263
C -0.1368 2.9376 0.6106
C -0.0715 2.1258 -0.5339
C -1.4346 1.6728 -0.8366
C -2.6167 2.1754 -0.5297
C -2.6253 3.2600 0.7017
C -1.2882 3.6803 1.0762
H -1.2631 4.3736 1.9561
H -3.4256 3.7597 0.6843
N -3.7558 1.7493 -0.9266
O -3.8385 0.5765 -1.6607
O -4.7960 2.4788 -0.5802
H -1.5422 0.8531 -1.6283
H 0.7369 1.5177 -0.8192
H 3.0485 3.6602 1.0802
H 2.3763 2.6308 -0.3983
H 2.4699 1.7720 2.6773
H 5.3852 1.1833 -0.5020
H 5.7111 0.0057 -2.5949
H 4.2549 -1.5771 -3.1504
H 2.4147 -2.3836 -1.8369
H 2.1407 -1.3525 2.0182
C -0.1596 -1.4642 -0.7994
O 0.1986 -0.7313 -1.6409
N -1.2906 -2.1982 -0.7616
C -2.1677 -2.7172 0.3342
O -3.1695 -3.4071 -0.0581
C -2.1275 -2.1848 -2.1662
H -2.9651 -1.2227 -2.2157
H -2.3794 -3.0729 -2.4128
H -1.2754 -1.8929 -2.9222
H -3.0471 -3.0072 2.5513
H -1.6161 -3.1519 3.2395
H -2.5089 -4.3421 2.2516

Atomic forces in eV per Å
2.72 -2.98 -7.06
-6.49 -1.86 4.08
-4.21 -3.64 -2.18
1.82 1.14 1.96
4.13 1.85 6.21
1.13 -0.21 3.37
6.51 3.66 -10.24
-2.93 -0.45 4.85
0.32 6.55 9.83
-4.49 2.70 4.19
-9.46 -12.71 -9.26
-0.32 -5.21 -1.73
-2.18 6.14 8.11
-0.54 -6.88 -1.11
1.74 1.81 1.69
8.77 1.90 -7.68
-7.50 4.05 3.09
1.86 0.50 -1.93
-5.44 -0.11 2.81
3.38 -2.50 -4.29
4.30 5.85 7.57
10.32 -4.86 -4.73
-3.58 -1.74 0.83
0.61 -0.53 -1.17
-6.23 3.90 1.23
-9.17 -3.93 -3.42
-0.08 5.40 3.15
3.29 -3.33 -1.80
0.55 1.08 1.21
0.85 -0.36 -0.52
-1.77 -1.92 0.03
-0.20 0.16 3.48
0.27 -0.53 0.68
9.67 7.94 4.20
2.58 0.54 -1.62
2.00 -5.26 -9.63
-0.41 -0.33 -0.04
-1.72 -0.17 -3.82
-1.81 -2.67 1.63
1.11 2.44 -3.17
-6.59 0.04 -5.10
2.54 -2.47 -6.43
3.11 3.26 3.13
3.77 9.74 1.55
2.40 -3.39 0.37
-2.45 -5.93 -1.01
-1.76 -0.34 1.36
-5.97 4.05 0.25
4.17 0.66 6.98
1.37 -1.08 0.11

Löwdin population analysis, charges in e, atoms 1 to 2: 0.089 0.081

Entry 2:
Entry from OMol25: the molecule C21H19N3OS (ωB97M-V/def2-TZVPD).

Calculated values
- Structure (SMILES): CN(Cc1ccccc1)Cc1nc2scc(-c3ccccc3)c2c(=O)[nH]1
- LUMO: 0.55 eV
- E_tot: -39439.392 eV
- Spin multiplicity: 1

Atoms and positions in Å:
C -1.0996 5.1505 0.0649
N -0.9239 3.7306 -0.1626
C -0.5636 3.0604 1.0774
C -0.5349 1.5733 0.9177
N 0.3955 0.8865 1.4896
C 0.3629 -0.4450 1.2752
C -0.5837 -1.1261 0.5156
C -0.3155 -2.5283 0.4475
C 0.8127 -2.8467 1.1401
S 1.5762 -1.4983 1.9045
H 1.2370 -3.8231 1.2681
C -1.1276 -3.5227 -0.2599
C -0.5118 -4.4652 -1.0789
C -1.2667 -5.4160 -1.7398
C -2.6425 -5.4404 -1.5848
C -3.2594 -4.5116 -0.7637
C -2.5092 -3.5577 -0.1022
H -2.9933 -2.8396 0.5408
H -4.3319 -4.5296 -0.6382
H -3.2323 -6.1817 -2.1038
H -0.7805 -6.1382 -2.3796
H 0.5607 -4.4369 -1.2084
C -1.6165 -0.3541 -0.1415
O -2.4936 -0.7348 -0.8854
N -1.5099 1.0119 0.1617
H -2.1880 1.6281 -0.2742
H -1.3313 3.3114 1.8194
H 0.4114 3.3746 1.4816
C -0.0452 3.4037 -1.2945
C 1.4090 3.1985 -0.9511
C 2.2202 4.2648 -0.5815
C 3.5355 4.0528 -0.2077
C 4.0598 2.7720 -0.2053
C 3.2681 1.7060 -0.5957
C 1.9535 1.9200 -0.9666
H 1.3438 1.0840 -1.2816
H 3.6734 0.7052 -0.6081
H 5.0846 2.6065 0.0919
H 4.1526 4.8913 0.0810
H 1.8249 5.2705 -0.5938
H -0.4277 2.4864 -1.7565
H -0.1471 4.2062 -2.0284
H -1.9216 5.2898 0.7682
H -0.2090 5.6412 0.4800
H -1.3676 5.6341 -0.8724

Atomic forces in eV per Å
-0.10 0.02 0.04
-0.07 -0.10 0.10
-0.09 0.25 0.02
0.12 -0.22 0.18
0.23 0.54 0.33
-0.37 -0.41 -0.23
0.39 0.17 0.31
0.34 -0.05 0.20
-0.01 0.26 0.04
-0.36 0.04 -0.27
0.01 -0.25 0.01
-0.10 -0.24 -0.12
-0.04 0.10 0.06
-0.02 -0.14 -0.06
0.01 -0.07 -0.07
-0.08 0.01 0.05
0.05 -0.08 -0.01
-0.04 0.08 0.02
-0.09 0.00 0.01
-0.05 -0.05 -0.04
0.03 -0.05 -0.05
0.09 0.03 -0.03
0.03 0.18 0.04
-0.17 -0.07 -0.14
-0.06 0.09 -0.02
0.08 -0.04 -0.01
0.08 0.00 0.00
-0.13 -0.12 -0.04
-0.04 -0.13 -0.15
0.02 -0.02 -0.12
-0.01 0.02 -0.01
0.04 0.13 0.06
0.07 -0.07 0.01
0.09 -0.06 0.00
-0.01 0.12 -0.11
-0.09 -0.09 0.01
0.03 -0.09 0.00
0.09 -0.01 0.02
0.05 0.06 0.02
-0.04 0.10 0.00
0.12 0.10 -0.06
-0.06 -0.08 0.01
0.00 0.09 0.02
0.02 0.03 0.00
-0.01 0.07 0.00

Löwdin population analysis, charges in e, atoms 1 to 2: -0.094 -0.213

Entry 3:
Entry from OMol25: the ion C21H19N6O10 with charge -1 at a distorted geometry (ωB97M-V/def2-TZVPD).

Calculated values
- Total charge: -1
- LUMO: 2.35 eV
- E_tot: -51487.014 eV
- Spin multiplicity: 1

Atoms and positions in Å:
C -4.9213 -3.7440 1.3858
N -4.9211 -2.6140 0.4841
C -6.2078 -1.9576 0.3311
C -3.7763 -2.0239 0.0306
C -2.4774 -2.5954 0.1645
C -1.3344 -1.9364 -0.2697
C -1.4257 -0.6560 -0.8644
C -0.2940 0.0798 -1.4618
C 1.0405 0.0996 -0.5793
C 0.9420 -0.1548 0.9167
O -0.0767 -0.0209 1.5544
O 2.1007 -0.5784 1.4998
C 3.0178 -1.4313 0.8016
C 4.2383 -0.6974 0.2575
C 3.4138 -2.5742 1.7392
O 2.3381 -2.0168 -0.3034
C 1.7127 -1.1627 -1.1465
O 1.4800 -1.5847 -2.2835
C -2.7031 -0.1158 -1.0337
C -3.8364 -0.7658 -0.6168
H -4.1804 -4.4972 1.1027
H -4.7319 -3.4446 2.4298
H -5.9197 -4.1940 1.3501
H -6.3803 -1.6546 -0.7096
H -6.9936 -2.6644 0.6220
H -6.2924 -1.0629 0.9699
H -2.3700 -3.5805 0.6070
H -0.3721 -2.4527 -0.1958
H 0.0508 -0.4840 -2.3326
H -0.6547 1.0150 -1.9433
H 3.9596 0.0987 -0.4652
H 4.7874 -0.2498 1.0984
H 4.8886 -1.4388 -0.2461
H 2.5017 -3.1246 2.0124
H 4.1231 -3.2341 1.2080
H 3.8952 -2.1594 2.6416
H -2.7910 0.8664 -1.5057
H -4.7900 -0.2695 -0.8006
O 3.2565 6.3679 -1.3732
N 2.4000 5.4932 -1.3317
C 2.3302 4.1064 -1.1752
C 0.9711 3.7680 -1.2561
N 0.1875 4.8893 -1.4905
O 1.0513 5.9083 -1.6071
C 0.5880 2.4930 -0.8555
N -0.7726 2.5189 -0.0981
O -1.8056 2.6663 -0.7916
O -0.7571 2.4468 1.1438
C 1.6426 1.3608 -0.7186
C 2.8765 2.0134 0.0364
N 3.3865 2.0204 1.3156
O 3.3013 1.4889 2.4081
O 4.4186 3.0995 1.2969
N 4.3333 3.8526 0.2120
C 3.2871 3.2779 -0.5101
H 2.2649 1.2103 -1.6547

Atomic forces in eV per Å
0.07 0.14 0.09
-1.17 -0.87 0.08
0.23 0.09 0.05
1.39 1.03 -0.50
-0.63 0.03 0.14
-0.40 0.67 -0.62
-1.05 -0.92 0.25
0.16 -0.22 -0.75
-2.15 -3.90 1.06
-2.51 -0.81 0.88
2.01 -0.18 -0.39
-0.02 -0.46 0.10
-0.02 0.15 -0.05
0.27 0.04 -0.01
-0.12 0.26 -0.16
0.05 0.25 -0.14
-0.29 -1.80 -2.58
1.60 0.61 2.30
0.74 0.10 -0.19
-0.72 -0.53 0.33
-0.15 0.10 0.01
0.08 -0.08 -0.09
0.31 -0.11 0.03
0.02 -0.07 0.20
0.17 0.23 -0.12
-0.04 -0.08 -0.14
0.01 0.12 0.02
-0.32 0.18 0.11
-0.46 0.30 0.17
0.61 -0.40 1.16
0.28 -0.68 0.45
-0.13 -0.03 -0.33
-0.35 0.41 0.22
0.39 0.12 -0.01
-0.38 0.24 0.30
-0.27 -0.17 -0.41
-0.02 -0.43 0.20
0.25 -0.21 0.20
-0.15 -0.93 0.25
-1.19 -1.47 -0.68
1.06 3.24 -1.30
-2.08 1.04 0.25
0.84 -3.00 0.34
2.12 0.86 0.29
-1.23 -0.13 0.53
0.72 -0.10 -0.24
1.87 0.12 1.51
-0.27 0.26 -2.28
2.88 5.46 -1.73
-0.79 0.37 2.87
0.43 1.05 -1.33
-0.02 -0.13 -0.98
0.17 -1.12 0.60
-3.20 -1.33 -1.89
2.60 1.76 2.10
-1.23 0.94 -0.15

Löwdin population analysis, charges in e, atoms 1 to 2: -0.076 -0.209

Entry 4:
Entry from OMol25: the molecule C21H19NO6 at a distorted geometry (ωB97M-V/def2-TZVPD).

Calculated values
- Structure (SMILES): CN(C)CCc1cc2c(cc1/C=C1/OC(=O)c3c1ccc1c3OCO1)OCO2
- LUMO: -0.06 eV
- E_tot: -35857.854 eV
- Spin multiplicity: 1

Atoms and positions in Å:
O 4.7481 1.5397 2.2009
O 2.4802 1.3151 2.3210
O -3.5567 -2.3793 2.2307
O -4.1575 -2.2533 -0.0748
O 5.4711 -2.6281 -0.8505
O 6.0320 -0.7548 0.4189
C 3.7217 0.9923 1.9077
C 1.5722 0.4849 1.6692
C 0.2123 0.6356 1.8395
C 2.9936 -2.3786 -0.5060
C 2.0012 -1.6285 0.1494
C -1.6002 -0.9323 2.0220
C -2.2493 -0.7670 -0.6511
C -2.6923 -1.6214 1.5389
C -3.0327 -1.5417 0.2215
C 4.3396 -2.0014 -0.3397
C 4.6638 -0.8893 0.3917
C 3.6292 -0.1449 0.9988
C 2.2962 -0.5133 0.9004
C -0.8440 -0.0984 1.1707
C -1.1621 -0.0175 -0.2030
N -2.4698 2.3447 -1.5843
C -4.5480 -2.6831 1.2146
C 6.5527 -1.9154 -0.2578
C -3.3018 2.8405 -0.5002
C -2.8415 2.7339 -2.9402
C -0.4356 0.9341 -1.2022
C -1.0195 2.3466 -1.2489
H -0.1284 1.4572 2.4707
H 2.7816 -3.3091 -1.0317
H 0.9514 -1.9185 0.0641
H -1.4260 -1.0066 3.1094
H -2.5488 -0.7483 -1.6866
H -5.4505 -2.1654 1.4514
H -4.7517 -3.7585 1.2462
H 7.0722 -2.5706 0.4767
H 7.3351 -1.6311 -0.9989
H -2.9576 2.5118 0.4688
H -3.3364 3.9449 -0.5119
H -4.3181 2.4682 -0.6177
H -3.8915 2.6113 -3.1076
H -2.5529 3.7642 -3.1137
H -2.3523 2.1360 -3.6838
H -0.5106 0.4687 -2.1967
H 0.6437 0.9870 -0.8809
H -0.4917 2.9278 -2.0278
H -0.8704 2.8117 -0.2676

Atomic forces in eV per Å
-0.65 0.51 0.63
-0.71 0.16 0.02
-0.92 -0.68 -0.71
0.77 -0.21 0.57
-0.73 0.88 0.44
-0.39 -0.01 -0.21
2.07 -0.15 -0.70
-3.54 -0.17 0.56
3.18 1.29 -0.10
0.91 0.04 0.61
-1.32 -0.84 -0.68
-0.38 0.01 0.64
-1.05 -0.73 0.14
1.25 1.05 0.06
1.76 1.55 -1.75
-1.25 -0.70 -0.64
-0.11 0.46 0.56
1.44 -0.63 -0.17
1.50 -0.03 -0.62
-0.66 -1.27 -0.23
0.21 0.58 0.06
0.72 -0.99 0.70
-1.12 -1.33 0.89
1.22 -0.25 0.39
-0.24 0.54 -1.10
0.71 0.30 1.26
0.45 -1.10 1.01
-0.98 0.02 -0.73
0.30 -0.13 0.11
-0.20 0.38 0.02
0.37 -0.14 -0.12
0.25 0.20 -0.71
0.05 0.18 -0.21
-0.72 0.52 0.43
0.27 0.10 -0.22
-0.54 0.32 -0.14
-0.94 0.10 0.20
0.30 -0.20 0.15
-0.10 -0.03 0.24
-0.16 0.03 -0.04
-0.72 0.02 0.12
-0.10 0.63 -0.33
0.48 -0.50 -0.26
0.20 0.17 0.25
-0.94 0.00 -0.59
0.06 -0.08 0.44
0.00 0.15 -0.24

Löwdin population analysis, charges in e, atoms 1 to 2: 0.159 0.135

no.,molecular weight (g mol⁻¹),gap between HOMO and LUMO (eV)
1,425.397,6.72
2,361.470,8.70
3,515.415,6.34
4,381.384,7.91